This record from the OMol25 dataset describes C3H2FHgO2 as an isolated structure at a distorted geometry. The level of theory is ωB97M-V/def2-TZVPD.

⟨S²⟩ = 2.010
spin multiplicity = 3
HOMO level (alpha / beta) = -3.51 / -3.53 eV
ΔE to the lowest compared entry with this formula, charge and spin = 60.1 kcal/mol
total charge = -1

Cartesian coordinates (Å):
H1 -2.1561 -0.0322 1.7808
C1 0.0466 -0.9949 -0.3222
C2 -0.1468 0.2981 0.0373
O1 -1.0557 1.1008 -0.6413
C3 -1.1522 2.3568 -0.6094
O2 1.2125 -1.5358 -0.4138
H2 -0.8586 -1.5459 -0.6307
F1 0.9525 1.0344 0.5686
Hg1 3.1578 -0.6811 0.2307

Charges obtained by Mulliken population analysis, quoted in units of e: number 1, H, carries -0.015; number 2, C, carries 0.113; number 3, C, carries -0.134; number 4, O, carries -0.025; number 5, C, carries -0.288; number 6, O, carries -0.654; number 7, H, carries 0.307; number 8, F, carries -0.232; number 9, Hg, carries -0.073